(1)
Below is a structure of composition C43H71Ge2N4P3Rh, with properties calculated with ωB97M-V/def2-TZVPD.

The geometry in XYZ format:
```
124
Properties=species:S:1:pos:R:3:forces:R:3
Rh 0.010554 0.128861 0.351417 0.193 -0.300 -0.362
C -4.126852 -0.961953 0.699467 -0.068 -0.029 -0.132
C -3.833422 0.345713 -0.045026 0.162 -0.111 0.486
C -4.101218 1.546295 0.867365 0.035 -0.060 -0.079
P -2.141194 0.288012 -0.774132 -0.953 0.282 0.543
C -2.056518 1.828022 -1.799127 0.905 0.022 0.285
N -1.440268 2.934548 -1.101549 1.338 -1.166 0.905
Ge 0.066261 2.543157 0.384680 -0.245 1.537 -1.260
N 0.633622 2.881643 2.157746 -0.650 -0.516 0.169
C 0.897736 1.814676 3.082993 0.385 0.106 -0.337
P -0.138050 0.376865 2.684212 -0.227 0.647 -0.226
C -1.751130 0.823826 3.478547 -0.263 0.056 -0.492
C -2.126986 2.291063 3.213641 0.177 0.025 0.203
C -1.780839 0.552116 4.985417 0.107 -0.076 0.080
C 0.507831 -0.990571 3.718974 0.147 -0.700 -0.851
C -0.358863 -2.236845 3.492030 -0.114 0.033 0.201
C 1.971113 -1.300194 3.397644 -0.124 -0.040 0.102
C 0.717073 4.206276 2.560425 0.186 -0.246 0.338
C 1.245515 4.623132 3.782199 0.137 -0.074 0.212
C 1.306636 5.971526 4.104732 0.049 -0.068 0.099
C 0.875730 6.933748 3.204973 0.046 -0.021 0.049
C 0.382466 6.527261 1.978726 -0.088 0.089 -0.207
C 0.272523 5.178910 1.683159 -0.277 0.139 -0.694
N -0.257467 4.671668 0.404208 0.461 0.454 0.019
C -1.651135 4.930730 0.126110 -0.170 -0.124 -0.118
C -2.427946 5.912462 0.700528 -0.169 0.256 -0.043
C -3.720063 6.132823 0.232316 -0.091 -0.035 -0.085
C -4.211229 5.376699 -0.828768 0.066 0.320 0.324
C -3.462505 4.339127 -1.346876 0.518 -0.387 0.068
C -2.185071 4.046002 -0.820244 -1.030 0.432 0.050
C 0.610185 5.143453 -0.722418 -0.436 -0.045 0.510
C 0.413198 6.347515 -1.367040 -0.180 0.041 0.197
C 1.368979 6.805256 -2.262485 0.025 0.006 -0.041
C 2.512399 6.050520 -2.467454 0.115 -0.047 -0.054
C 2.676120 4.811879 -1.854637 0.142 -0.017 -0.203
C 1.690434 4.317110 -1.006209 0.073 -0.302 -0.148
N 1.662955 3.048588 -0.436663 0.029 -0.425 -0.418
C 2.804883 2.168892 -0.499030 -0.200 0.545 0.347
P 2.345960 0.397246 -0.395779 0.676 0.594 0.517
C 2.296659 -0.015341 -2.209347 -0.511 -0.143 -0.077
C 3.651450 -0.044096 -2.916859 0.098 -0.045 0.062
C 1.351788 0.974226 -2.913275 0.141 -0.056 0.044
C 3.965771 -0.307421 0.139937 -0.185 -0.359 0.381
C 3.987365 -1.836440 0.021914 0.053 0.006 -0.040
C 4.441473 0.133154 1.533290 0.010 -0.013 -0.054
C -2.356056 -1.062093 -2.022123 0.542 -0.273 0.186
C -3.544710 -0.887999 -2.965540 -0.028 0.069 0.000
C -1.066606 -1.293856 -2.819742 -0.191 0.066 -0.091
H -5.096357 -0.888970 1.195941 0.038 -0.021 -0.006
H -3.368985 -1.147802 1.468564 -0.057 -0.027 -0.037
H -4.162624 -1.829486 0.035997 -0.002 0.056 0.075
H -4.485449 0.419736 -0.912226 -0.049 0.028 -0.120
H -3.794101 1.320583 1.886459 -0.146 -0.020 -0.206
H -5.172069 1.756059 0.883847 0.024 -0.032 0.011
H -3.594883 2.458572 0.550747 -0.088 -0.010 -0.033
H -3.071551 2.030005 -2.128596 -0.103 0.030 0.025
H -1.457504 1.567603 -2.675670 -0.228 0.010 -0.183
H 0.677326 2.098426 4.116764 -0.066 -0.057 0.035
H 1.942615 1.481859 3.038629 0.060 0.063 0.172
H -2.491034 0.181207 2.991775 -0.011 -0.017 0.052
H -1.523083 2.965908 3.826166 -0.007 -0.061 -0.058
H -3.172525 2.448855 3.484261 0.084 0.002 0.046
H -2.005777 2.582952 2.171691 -0.093 0.054 0.053
H -0.955687 1.049228 5.505063 -0.096 -0.008 -0.027
H -1.756336 -0.510274 5.228358 0.013 0.077 0.001
H -2.710226 0.957359 5.391035 0.052 -0.001 -0.049
H 0.422208 -0.665134 4.753678 -0.071 0.215 0.024
H -0.235294 -2.598249 2.470741 0.010 -0.030 0.017
H -1.424057 -2.052474 3.663867 0.100 -0.034 -0.021
H -0.045205 -3.033645 4.170631 -0.023 0.060 -0.033
H 2.100027 -1.445930 2.321649 -0.003 -0.015 0.088
H 2.268543 -2.224277 3.899062 -0.024 0.049 -0.008
H 2.641495 -0.511291 3.734940 -0.048 -0.023 -0.011
H 1.645822 3.890536 4.472926 -0.015 0.098 0.019
H 1.723385 6.273987 5.059567 -0.054 -0.065 -0.080
H 0.935588 7.986410 3.445569 0.045 -0.039 -0.020
H 0.104670 7.274948 1.245243 -0.053 -0.103 0.002
H -2.038825 6.524865 1.500348 0.007 0.016 -0.011
H -4.324124 6.914532 0.673129 0.033 -0.022 -0.018
H -5.190424 5.592725 -1.240716 0.075 -0.029 0.030
H -3.864727 3.743967 -2.157691 -0.026 0.101 0.056
H -0.475415 6.936782 -1.165995 0.044 -0.060 0.027
H 1.228855 7.749749 -2.774275 0.021 -0.085 0.061
H 3.287382 6.423077 -3.128464 -0.051 -0.070 0.061
H 3.573359 4.236386 -2.049507 -0.048 0.063 -0.024
H 3.502675 2.395745 0.310952 0.162 -0.032 -0.008
H 3.354354 2.279434 -1.434672 0.040 0.027 -0.063
H 1.860216 -1.016090 -2.269479 0.021 -0.050 -0.059
H 4.195507 0.898742 -2.810116 -0.051 -0.073 -0.029
H 3.474240 -0.197130 -3.984645 -0.005 0.031 0.067
H 4.294937 -0.856436 -2.576574 -0.043 0.085 -0.031
H 1.837152 1.942308 -3.065717 -0.088 -0.050 0.085
H 0.443414 1.150604 -2.332723 0.030 0.064 -0.083
H 1.067020 0.587757 -3.893167 0.049 0.017 0.038
H 4.649329 0.111343 -0.597798 0.045 0.064 -0.088
H 3.398437 -2.298713 0.819162 0.048 0.021 -0.077
H 5.013102 -2.196664 0.125073 -0.050 0.000 0.003
H 3.607595 -2.195561 -0.939428 0.052 0.013 0.077
H 4.103809 -0.562609 2.298439 0.078 0.060 -0.107
H 4.110472 1.134707 1.814424 0.030 -0.022 -0.015
H 5.532363 0.136864 1.556379 -0.039 -0.002 -0.003
H -2.519620 -1.942865 -1.393343 -0.022 -0.092 -0.047
H -3.474436 0.042947 -3.534734 -0.016 -0.064 0.033
H -4.506168 -0.916888 -2.455459 0.022 0.003 -0.020
H -3.538445 -1.709144 -3.685246 0.009 0.029 0.012
H -0.943706 -0.530410 -3.592145 0.007 -0.067 0.085
H -1.101433 -2.264815 -3.319439 -0.001 0.065 0.040
H -0.184798 -1.286213 -2.176780 0.045 -0.067 -0.021
C -0.025443 -4.997525 -1.788684 -0.038 0.023 -0.087
Ge 0.104734 -4.489778 0.092169 0.004 -0.231 -0.168
C 1.678280 -5.322389 0.871405 0.086 -0.006 0.128
C -1.536416 -4.938966 1.028984 -0.109 0.050 0.117
C 0.391723 -2.555918 0.117583 0.250 0.114 -0.115
H -0.043786 -6.089638 -1.854505 -0.006 0.138 -0.031
H 0.837520 -4.630726 -2.351173 -0.109 -0.057 0.028
H -0.942146 -4.607006 -2.239839 0.118 -0.067 0.018
H 1.531230 -6.406182 0.880534 0.063 0.116 0.012
H 1.843681 -4.989355 1.900188 0.005 -0.056 -0.120
H 2.568729 -5.101695 0.275560 -0.093 -0.033 0.087
H -1.814722 -5.964654 0.774915 -0.001 0.092 0.035
H -2.359017 -4.280719 0.732979 0.067 -0.075 0.032
H -1.411521 -4.880791 2.112670 -0.036 -0.001 -0.089
H 1.359916 -2.159100 -0.161477 -0.019 -0.053 0.017
H -0.445941 -1.863147 0.251391 -0.364 -0.052 0.072
```
Positions in Å, forces in eV/Å.

Output
- multiplicity = 2
- highest occupied orbital energy (alpha / beta) (eV) = -12.01 / -12.01
- E (a.u.) = -7188.0855
- orbital gap (alpha / beta) (eV) = 4.50 / 4.45
- net charge = +2

(2)
Below is a structure of composition C8H15N2OPdS, with properties calculated with ωB97M-V/def2-TZVPD.

The geometry in XYZ format:
```
28
Properties=species:S:1:pos:R:3:forces:R:3
Pd 0.673162 0.177635 0.190886 -1.152 -2.579 -0.406
N -2.163050 -2.260265 -2.161693 0.039 0.090 0.028
C -1.275025 -1.329508 -1.671910 -0.041 -0.101 -0.084
O -1.649479 -0.469492 -0.889298 -0.029 -0.027 -0.074
C 0.138825 -1.450841 -2.180443 -0.077 0.056 0.049
C 0.958049 -0.209104 -1.901857 0.761 0.626 0.460
H -3.036417 -2.343819 -1.669290 0.006 -0.008 0.032
H -1.789162 -3.093837 -2.581338 0.008 0.006 0.008
H 0.087215 -1.713962 -3.246879 -0.006 -0.085 -0.021
H 0.581164 -2.315602 -1.670621 -0.064 0.004 -0.066
H 0.601532 0.640900 -2.492909 -0.026 0.024 -0.078
H 2.006937 -0.376509 -2.140827 0.047 -0.098 -0.225
C 1.083234 2.166740 2.109099 -0.189 0.435 0.087
C -0.401642 1.783931 2.040621 -0.017 0.100 0.094
C -1.004053 2.256245 0.700264 0.235 -0.058 0.537
C -0.457363 0.264674 2.025572 1.170 0.557 -0.159
H 1.244977 3.249896 2.058303 -0.005 -0.014 0.027
H 1.589275 1.686865 1.254330 0.300 0.465 0.305
H 1.544675 1.783959 3.020664 -0.007 -0.026 0.018
H -0.928880 2.275913 2.875483 -0.079 0.039 -0.014
H -0.545229 1.672626 -0.123800 -0.319 0.508 -0.298
H -0.806807 3.314948 0.520649 -0.008 0.012 -0.130
H -2.074571 2.060970 0.645356 -0.004 -0.043 -0.005
H -1.463264 -0.127056 1.869688 0.071 -0.160 -0.130
H 0.048500 -0.193524 2.873261 -0.129 -0.047 0.166
S 2.509940 -1.227404 1.001478 -0.609 0.176 -0.237
C 2.318772 -2.625662 0.084678 0.113 0.177 0.072
N 2.208685 -3.598718 -0.539469 0.010 -0.030 0.044
```
Positions in Å, forces in eV/Å.

Output
- multiplicity = 1
- highest occupied orbital energy (eV) = -3.04
- E (a.u.) = -1024.6504
- orbital gap (eV) = 6.42
- net charge = -1